[1]
Formula: C25H32GeN2PtSi
Source: OMol25
Level of theory: wB97M-V/def2-TZVPD

Values from the calculation:
LUMO energy (spin up / spin down) ... -0.34 / -0.34 eV
HOMO-LUMO gap (spin up / spin down) ... 6.53 / 6.53 eV
E_HOMO (spin up / spin down) ... -6.875 / -6.875 eV
Relative energy (zero: lowest compared OMol25 entry of this formula, charge and spin) ... 71.1 kcal per mole

```
! wB97M-V def2-TZVPD RIJCOSX def2/J DEFGRID3
* xyz 0 1
Pt 0.841 -0.514 0.041
C 1.126 -2.208 -1.878
C 0.922 -3.047 -0.724
C 1.917 -2.785 0.197
C 2.745 -1.749 -0.357
C 2.281 -1.486 -1.691
H 0.506 -2.197 -2.760
H 0.080 -3.707 -0.581
H 2.004 -3.193 1.191
H 3.673 -1.404 0.075
H 2.705 -0.765 -2.367
C 4.619 3.782 -2.515
N 3.499 2.865 -2.552
C 2.754 2.520 -3.654
C 1.778 1.684 -3.194
N 1.903 1.508 -1.841
C 2.934 2.228 -1.493
H 5.142 3.750 -3.469
H 5.314 3.474 -1.736
H 4.287 4.802 -2.323
H 2.992 2.895 -4.634
H 0.998 1.194 -3.755
H 3.338 2.318 -0.495
C 1.838 3.212 2.921
Ge 0.398 2.391 1.868
C 0.077 3.415 0.249
C -1.232 2.405 2.956
C 0.935 0.510 1.563
H 1.514 4.190 3.283
H 2.736 3.358 2.320
H 2.100 2.601 3.784
H -0.559 4.261 0.515
H -0.430 2.805 -0.497
H 1.002 3.790 -0.184
H -1.460 3.454 3.161
H -1.104 1.898 3.912
H -2.073 1.968 2.429
H 1.370 0.007 2.436
C -3.996 -2.180 -3.257
C -2.743 -1.625 -3.475
C -1.977 -1.188 -2.402
C -2.433 -1.293 -1.092
C -3.713 -1.831 -0.898
C -4.484 -2.277 -1.963
Si -1.503 -0.639 0.420
C -1.869 -1.771 1.855
C -2.079 -3.141 1.680
C -2.256 -3.987 2.766
C -2.230 -3.475 4.056
C -2.026 -2.116 4.251
C -1.848 -1.277 3.159
H -4.592 -2.528 -4.091
H -2.360 -1.530 -4.484
H -1.006 -0.743 -2.588
H -4.114 -1.913 0.106
H -5.465 -2.697 -1.782
H -2.175 0.642 0.758
H -2.111 -3.561 0.681
H -2.417 -5.045 2.604
H -2.370 -4.130 4.906
H -2.013 -1.708 5.254
H -1.693 -0.219 3.335
*
```

***

[2]
Formula: C5H11NO
Source: OMol25
Level of theory: wB97M-V/def2-TZVPD

Values from the calculation:
LUMO energy ... 0.52 eV
HOMO-LUMO gap ... 9.13 eV
E_HOMO ... -8.612 eV
Relative energy (zero: lowest compared OMol25 entry of this formula, charge and spin) ... 102.6 kcal per mole

```
! wB97M-V def2-TZVPD RIJCOSX def2/J DEFGRID3
* xyz 0 1
C 0.806 1.913 -0.875
C -0.588 1.325 -0.634
N -0.763 0.252 0.358
C 0.148 0.147 1.368
C 0.151 -1.160 -0.133
O 0.814 -1.040 -1.153
C -0.748 -2.337 0.227
H 0.738 2.630 -1.701
H 1.508 1.128 -1.166
H 1.207 2.459 -0.012
H -0.948 0.893 -1.574
H -1.287 2.131 -0.364
H 0.968 0.870 1.506
H -0.186 -0.356 2.278
H 0.906 -1.055 0.892
H -1.274 -2.569 -0.705
H -1.481 -2.047 0.979
H -0.187 -3.224 0.550
*
```

***

[3]
Formula: CH10NO3
Source: OMol25
Level of theory: wB97M-V/def2-TZVPD

Values from the calculation:
LUMO energy ... -4.94 eV
HOMO-LUMO gap ... 9.48 eV
E_HOMO ... -14.416 eV
Relative energy (zero: lowest compared OMol25 entry of this formula, charge and spin) ... 8.1 kcal per mole

```
! wB97M-V def2-TZVPD RIJCOSX def2/J DEFGRID3
* xyz 1 1
C -2.188 1.316 -0.285
N -1.976 0.285 -0.991
H -2.984 2.002 -0.537
H -1.563 1.508 0.582
H -1.124 -0.294 -0.940
H -2.605 -0.005 -1.736
H 3.241 -1.990 1.805
H 3.171 -3.434 1.958
O 2.694 -2.730 1.478
H 1.141 3.348 0.530
H 0.808 3.927 -0.844
O 0.763 3.130 -0.323
H 0.788 -1.995 -0.151
H -0.719 -2.237 0.325
O -0.132 -1.707 -0.223
*
```

***

[4]
Formula: C13H40N6O7
Source: OMol25
Level of theory: wB97M-V/def2-TZVPD

Values from the calculation:
LUMO energy ... 0.38 eV
HOMO-LUMO gap ... 9.61 eV
SMILES string ... NC(N)=O.NC(N)=O.NC(N)=O.CC(C)O.CC(C)O.CC(C)O.CO
E_HOMO ... -9.227 eV
Relative energy (zero: lowest compared OMol25 entry of this formula, charge and spin) ... 129.1 kcal per mole

```
! wB97M-V def2-TZVPD RIJCOSX def2/J DEFGRID3
* xyz 0 1
N -0.010 2.925 2.094
C -1.223 3.352 2.088
N -1.482 4.342 1.360
O -2.293 2.785 2.747
H 0.205 2.269 2.860
H 0.775 3.248 1.553
H -2.387 4.759 1.396
H -0.745 4.872 0.845
N -1.385 0.342 1.385
C -1.239 -0.941 1.105
N -0.346 -1.081 0.176
O -2.044 -1.958 1.632
H -2.154 0.715 1.952
H -0.879 1.049 0.859
H -0.058 -2.112 0.086
H 0.280 -0.358 -0.081
N -1.012 -0.780 -2.543
C 0.000 -0.738 -3.386
N -0.261 -0.445 -4.661
O 1.298 -1.031 -2.963
H -0.805 -0.881 -1.530
H -1.945 -0.634 -2.921
H 0.591 -0.406 -5.227
H -1.205 -0.107 -4.917
C -2.012 2.370 -3.044
C -1.529 2.562 -1.614
C -0.038 2.822 -1.647
O -2.094 3.567 -1.071
H -1.550 1.581 -3.561
H -1.754 3.255 -3.595
H -3.101 2.286 -3.187
H -1.750 1.683 -0.908
H 0.445 3.290 -0.745
H 0.330 3.514 -2.409
H 0.558 1.938 -1.920
H -1.652 3.667 -0.198
C 2.261 -0.964 2.958
C 1.024 -0.479 3.736
C 1.404 -0.179 5.173
O 0.541 0.587 3.275
H 2.862 -0.084 2.661
H 2.027 -1.356 1.979
H 2.911 -1.743 3.385
H 0.170 -1.253 3.693
H 0.630 0.366 5.751
H 2.237 0.541 5.147
H 1.682 -1.083 5.657
H -0.172 0.355 2.641
C -1.309 -4.038 -1.107
C 0.163 -4.348 -0.848
C 0.919 -4.369 -2.190
O 0.739 -3.540 -0.116
H -1.847 -3.573 -0.248
H -1.816 -4.972 -1.362
H -1.633 -3.370 -1.846
H 0.256 -5.352 -0.333
H 0.940 -3.390 -2.669
H 0.463 -5.105 -2.881
H 2.005 -4.626 -1.966
H 1.670 -3.873 -0.041
C 2.541 0.646 -0.373
O 1.549 1.144 0.431
H 3.485 0.748 0.145
H 2.764 1.225 -1.267
H 2.406 -0.372 -0.658
H 1.619 0.744 1.285
*
```

***

[5]
Formula: C40H57IN17O3PS
Source: OMol25
Level of theory: wB97M-V/def2-TZVPD

Values from the calculation:
LUMO energy ... -0.99 eV
HOMO-LUMO gap ... 8.07 eV
E_HOMO ... -9.060 eV

```
! wB97M-V def2-TZVPD RIJCOSX def2/J DEFGRID3
* xyz 0 1
C 1.453 -0.363 1.511
C 2.150 -1.720 1.822
C 1.077 -2.846 2.083
I 2.059 -4.763 1.840
C 0.468 -2.614 3.461
C -0.722 -1.936 3.558
C -1.347 -1.635 4.851
C -0.746 -2.032 6.001
C -1.396 -1.669 7.355
P -0.378 -0.300 8.095
O -1.194 0.812 8.602
O 0.734 0.225 7.010
O 0.464 -1.018 9.314
C 0.494 -2.760 6.032
N 1.195 -3.201 7.046
S 2.543 -3.932 6.423
N 2.230 -3.661 4.852
C 1.078 -3.030 4.701
H 1.695 -0.093 0.464
H 0.354 -0.458 1.546
H 1.809 0.474 2.128
H 2.800 -2.066 1.008
H 2.702 -1.613 2.772
H 0.312 -2.776 1.298
H -1.194 -1.598 2.640
H -2.276 -1.071 4.935
H -1.323 -2.540 8.025
H -2.414 -1.281 7.233
H 1.532 -0.321 7.067
H 1.413 -0.964 9.138
C 4.172 -4.842 -2.040
C 3.734 -3.510 -1.603
N 3.391 -2.467 -1.263
H 4.793 -4.753 -2.930
H 4.748 -5.318 -1.248
H 3.304 -5.459 -2.270
C -1.171 2.704 11.081
C -0.125 2.833 12.106
N 0.695 2.937 12.907
H -1.176 3.588 10.444
H -0.983 1.825 10.465
H -2.145 2.605 11.557
C -2.366 -2.634 -0.659
C -2.797 -2.440 0.733
N -3.140 -2.283 1.819
H -3.226 -2.611 -1.318
H -1.676 -1.842 -0.949
H -1.869 -3.597 -0.761
C 1.200 2.151 -2.410
C 0.836 0.753 -2.657
N 0.542 -0.342 -2.837
H 0.320 2.706 -2.098
H 1.955 2.208 -1.627
H 1.594 2.595 -3.320
C -1.645 -1.697 -5.996
C -2.043 -2.073 -4.637
N -2.348 -2.377 -3.571
H -2.513 -1.348 -6.551
H -0.902 -0.901 -5.957
H -1.221 -2.555 -6.507
C -2.784 -1.071 -10.291
C -1.982 -1.943 -9.423
N -1.356 -2.628 -8.746
H -3.329 -0.348 -9.686
H -2.133 -0.540 -10.983
H -3.496 -1.670 -10.857
C -1.831 6.143 13.386
C -2.534 6.738 12.230
N -3.089 7.197 11.335
H -1.534 6.925 14.083
H -2.490 5.442 13.895
H -0.940 5.615 13.050
C 1.062 -4.952 -9.115
C 1.858 -5.821 -8.240
N 2.490 -6.485 -7.544
H 0.512 -4.228 -8.517
H 1.716 -4.418 -9.802
H 0.356 -5.551 -9.689
C 1.295 -3.750 -4.267
C 2.097 -3.272 -5.405
N 2.723 -2.904 -6.297
H 1.768 -3.447 -3.332
H 0.293 -3.327 -4.307
H 1.226 -4.838 -4.294
C 1.633 5.582 10.785
C 1.176 6.914 11.198
N 0.825 7.960 11.517
H 2.316 5.668 9.941
H 2.148 5.095 11.611
H 0.780 4.975 10.491
C -2.201 5.085 -3.422
C -1.095 4.324 -4.018
N -0.234 3.722 -4.484
H -1.823 5.723 -2.625
H -2.672 5.706 -4.182
H -2.942 4.399 -3.011
C 2.677 3.160 -6.541
C 3.438 3.707 -7.672
N 4.034 4.139 -8.556
H 3.138 3.465 -5.604
H 1.655 3.530 -6.570
H 2.663 2.071 -6.594
C -4.584 -0.043 -1.524
C -4.446 1.345 -1.990
N -4.338 2.429 -2.357
H -4.280 -0.113 -0.480
H -5.619 -0.366 -1.616
H -3.951 -0.694 -2.125
C 2.846 8.070 -6.991
C 2.700 7.027 -5.967
N 2.587 6.207 -5.170
H 2.107 8.853 -6.828
H 3.843 8.503 -6.937
H 2.697 7.639 -7.979
C -1.387 -5.828 -6.393
C -2.452 -5.378 -7.303
N -3.283 -5.024 -8.012
H -1.648 -6.797 -5.972
H -0.448 -5.917 -6.935
H -1.266 -5.108 -5.583
*
```

***

[6]
Formula: C4H7NO
Source: OMol25
Level of theory: wB97M-V/def2-TZVPD

Values from the calculation:
LUMO energy ... 1.00 eV
HOMO-LUMO gap ... 10.01 eV
SMILES string ... C=C=NCOC
E_HOMO ... -9.001 eV
Relative energy (zero: lowest compared OMol25 entry of this formula, charge and spin) ... 62.5 kcal per mole

```
! wB97M-V def2-TZVPD RIJCOSX def2/J DEFGRID3
* xyz 0 1
C -1.992 -1.653 0.876
C -1.038 -1.558 -0.011
N -0.138 -1.477 -0.840
C 0.653 -0.270 -0.860
O 0.153 0.692 0.022
C 1.029 1.781 0.165
H -2.981 -1.276 0.647
H -1.774 -2.043 1.862
H 1.683 -0.545 -0.598
H 0.648 0.121 -1.887
H 1.849 1.534 0.856
H 1.458 2.081 -0.803
H 0.450 2.613 0.573
*
```

***

[7]
Formula: C10H30BrCoN6O4
Source: OMol25
Level of theory: wB97M-V/def2-TZVPD

Values from the calculation:
LUMO energy (spin up / spin down) ... -2.32 / -2.32 eV
HOMO-LUMO gap (spin up / spin down) ... 8.66 / 8.56 eV
E_HOMO (spin up / spin down) ... -10.985 / -10.880 eV
Relative energy (zero: lowest compared OMol25 entry of this formula, charge and spin) ... 0.0 kcal per mole

```
! wB97M-V def2-TZVPD RIJCOSX def2/J DEFGRID3
* xyz 1 4
Co 0.201 -0.120 0.769
Br 0.735 2.231 1.770
C 1.238 -4.182 -0.504
C 0.834 -3.034 0.405
C 2.040 -2.375 1.081
O 1.567 -1.292 1.846
C 2.539 -0.771 2.746
N -0.037 -2.025 -0.272
H 1.536 -5.056 0.081
H 2.041 -3.973 -1.211
H 0.333 -4.533 -1.008
H 0.217 -3.467 1.199
H 2.797 -2.126 0.325
H 2.541 -3.157 1.661
H 1.994 -0.175 3.474
H 3.310 -0.147 2.293
H 3.029 -1.569 3.307
H 0.297 -2.046 -1.240
H -0.922 -2.522 -0.373
C -1.049 0.518 -2.959
C -1.019 1.475 -1.764
C -1.962 2.665 -2.066
O -1.838 3.532 -0.973
C -2.497 4.780 -1.150
N -1.430 0.777 -0.508
H -0.343 -0.274 -2.708
H -0.821 1.056 -3.877
H -2.054 0.111 -3.086
H -0.026 1.853 -1.532
H -2.978 2.294 -2.236
H -1.565 3.091 -2.993
H -2.485 5.054 -2.205
H -2.072 5.527 -0.486
H -3.545 4.692 -0.834
H -2.343 0.336 -0.657
H -1.763 1.603 0.014
C 2.684 0.788 -1.122
O 1.603 0.248 -0.792
N 3.470 0.211 -2.061
N 3.151 1.873 -0.475
H 3.116 -0.427 -2.745
H 4.354 0.646 -2.266
H 2.501 2.392 0.107
H 4.007 2.263 -0.824
C -2.209 -0.851 2.812
O -1.100 -0.705 2.243
N -2.575 0.048 3.758
N -3.093 -1.785 2.441
H -3.519 -0.022 4.095
H -1.977 0.813 4.008
H -2.906 -2.371 1.651
H -4.008 -1.874 2.844
*
```

***

[8]
Formula: C23H30BF4O5Ti
Source: OMol25
Level of theory: wB97M-V/def2-TZVPD

Values from the calculation:
LUMO energy (spin up / spin down) ... 2.24 / 2.23 eV
HOMO-LUMO gap (spin up / spin down) ... 2.69 / 2.71 eV
E_HOMO (spin up / spin down) ... -0.456 / -0.484 eV

```
! wB97M-V def2-TZVPD RIJCOSX def2/J DEFGRID3
* xyz -1 1
C -3.087 1.367 -1.025
C -1.755 2.114 -1.302
C -2.815 -0.167 -1.143
C -1.439 -0.310 -1.794
H -3.625 -0.644 -1.704
H -2.801 -0.602 -0.134
C -0.723 1.003 -1.444
H -1.523 2.789 -0.463
H -1.815 2.679 -2.246
C -0.157 0.632 -0.088
H 0.107 1.250 -2.127
H -1.618 -0.415 -2.874
C -0.496 -1.395 -1.248
C -3.639 1.624 0.364
C -4.292 1.851 -1.838
O -5.011 1.055 -2.412
O -2.993 1.950 1.352
O -4.974 1.464 0.362
O -4.584 3.170 -1.871
C -3.922 4.235 -1.140
H -2.850 4.296 -1.367
H -4.083 4.140 -0.056
H -4.420 5.137 -1.502
C -5.601 1.671 1.633
H -5.120 1.049 2.402
H -6.640 1.374 1.479
H -5.544 2.732 1.922
O 0.364 -0.722 -0.283
H -0.927 0.581 0.698
H 0.617 1.327 0.279
C 0.349 -1.841 -2.429
C -1.198 -2.593 -0.613
H -2.228 -2.672 -0.977
H -1.210 -2.578 0.481
H -0.669 -3.499 -0.927
H 1.180 -2.488 -2.114
H 0.753 -0.978 -2.978
H -0.301 -2.411 -3.110
Ti 2.437 -1.112 0.660
C 4.480 -0.892 -0.532
C 3.449 -0.418 -1.405
C 2.852 0.727 -0.797
H 3.216 -0.799 -2.398
C 3.482 0.941 0.467
C 4.491 -0.064 0.627
H 5.224 -0.126 1.425
H 5.191 -1.693 -0.731
H 2.172 1.430 -1.285
H 3.289 1.780 1.135
C 1.903 -2.481 2.528
C 3.121 -1.772 2.760
C 2.804 -0.381 2.845
H 4.094 -2.223 2.942
C 1.415 -0.217 2.564
C 0.852 -1.528 2.373
H -0.204 -1.752 2.248
H 1.791 -3.564 2.540
H 3.479 0.404 3.188
H 0.857 0.717 2.595
F 2.486 -2.769 -0.103
B 6.449 -2.596 1.644
F 5.630 -3.601 1.988
F 7.112 -2.632 0.479
F 6.617 -1.556 2.483
*
```

***

[9]
Formula: C6H6O
Source: OMol25
Level of theory: wB97M-V/def2-TZVPD

Values from the calculation:
LUMO energy ... 0.85 eV
HOMO-LUMO gap ... 9.32 eV
SMILES string ... Oc1ccccc1
E_HOMO ... -8.466 eV
Relative energy (zero: lowest compared OMol25 entry of this formula, charge and spin) ... 28.5 kcal per mole

```
! wB97M-V def2-TZVPD RIJCOSX def2/J DEFGRID3
* xyz 0 1
O 1.898 0.600 -1.169
C 0.791 0.175 -0.427
C -0.165 -0.671 -1.016
C -1.257 -1.053 -0.270
C -1.617 -0.257 0.863
C -0.568 0.398 1.515
C 0.631 0.644 0.842
H 1.503 0.663 -2.049
H 0.115 -1.279 -1.871
H -1.921 -1.882 -0.501
H -2.629 0.130 0.920
H -0.920 0.862 2.429
H 1.494 1.249 1.115
*
```

***

[10]
Formula: ClH7N2Si2
Source: OMol25
Level of theory: wB97M-V/def2-TZVPD

Values from the calculation:
LUMO energy ... 0.65 eV
HOMO-LUMO gap ... 9.99 eV
SMILES string ... N[Si](N)([SiH3])Cl
E_HOMO ... -9.346 eV
Relative energy (zero: lowest compared OMol25 entry of this formula, charge and spin) ... 18.8 kcal per mole

```
! wB97M-V def2-TZVPD RIJCOSX def2/J DEFGRID3
* xyz 0 1
N -0.262 -0.093 1.754
Si -0.094 0.467 0.143
N -1.701 0.337 -0.443
Si 1.424 -0.803 -1.113
Cl 0.162 2.474 0.533
H 0.327 -0.974 1.902
H -0.180 0.618 2.515
H -2.103 0.668 -1.298
H -2.383 0.275 0.267
H 1.904 0.244 -2.172
H 0.733 -1.652 -2.068
H 2.173 -1.560 -0.019
*
```